The following is a quantum chemistry calculation of C10H17Cl3O6Os as an isolated structure, from the OMol25 dataset.

Atoms and positions in Å:
Os (-0.09860, -0.34385, 0.67688)
Cl (1.87245, -0.82999, 1.58861)
Cl (-0.03808, 0.29748, 4.75581)
Cl (4.54861, 1.52763, 1.18816)
O (-0.93264, -1.96014, 1.50685)
O (-0.17624, 1.23658, 5.84558)
O (-1.38743, 0.95812, 1.31979)
O (-1.24731, -0.53423, 4.54680)
O (0.18540, 1.13566, 3.50017)
O (1.14686, -0.54454, 4.93952)
C (-2.21499, 1.62188, -1.40877)
C (1.15871, -0.01923, -1.29638)
C (-2.31148, -1.56339, -1.15504)
C (0.30886, -1.20042, -1.20849)
C (-1.02959, 0.71441, -1.26842)
C (0.80502, 2.54164, -1.58733)
C (2.63610, -0.01394, -1.56927)
C (0.76908, -2.62261, -1.22373)
C (0.32876, 1.13595, -1.37621)
C (-1.07321, -0.73111, -1.18890)
H (-1.08332, 0.92562, 2.28389)
H (3.06293, -0.98470, -1.30946)
H (0.94342, 2.76568, -2.65983)
H (-2.01766, 2.55507, -0.86974)
H (-2.66373, -1.80044, -2.16650)
H (1.76825, 2.69314, -1.08605)
H (-2.42051, 1.87725, -2.46342)
H (-1.23165, -1.76182, 2.42531)
H (0.02517, -3.23446, -0.70503)
H (-3.09827, 1.13059, -0.99186)
H (0.87921, -2.99567, -2.25229)
H (-2.09838, -2.49557, -0.62805)
H (-3.09303, -0.99246, -0.64996)
H (2.83157, 0.19487, -2.63887)
H (3.13235, 0.74547, -0.95103)
H (0.07336, 3.25764, -1.19861)
H (1.74001, -2.68611, -0.72409)

Cartesian forces (eV/Å) of the 2 atoms listed first:
0.75 -2.21 3.01
1.43 -0.16 0.61

**E**: -62957.521 eV
**Expectation value of S²**: 6.022
**Total charge**: -2
**Spin multiplicity**: 5
**LUMO (spin up / spin down)**: 0.1636 / 0.1623 Eh
**Energy above the lowest of the compared OMol25 structures with the same formula, charge and spin**: 0.000 eV



The following is a quantum chemistry calculation of C23H23ClN2OPPmS as an isolated structure, from the OMol25 dataset.

Atoms and positions in Å:
Pm (-0.36949, -0.70806, 1.91424)
Cl (0.18101, -3.14974, 1.45643)
S (1.83548, -0.37808, 3.49863)
P (0.10075, 0.07710, -0.87193)
O (0.53646, 2.88606, 1.47411)
N (-0.08775, 1.38213, 4.48944)
N (-0.34444, -0.66950, 5.15081)
C (1.37859, -1.06737, -1.53785)
C (2.56902, -1.24173, -0.79862)
C (0.18588, 1.78309, 1.54889)
C (-2.29096, -1.30971, -1.35035)
C (-3.49684, -1.55627, -2.00673)
C (1.19885, -1.76211, -2.73787)
C (-1.70505, 0.30747, -3.06376)
C (2.21448, -2.58562, -3.23158)
C (1.79051, 1.87989, -2.26466)
C (-0.05375, -2.09057, 5.38980)
C (1.18263, 4.19178, -2.67164)
C (0.56653, 1.67488, -1.61110)
C (3.40867, -2.73395, -2.51508)
C (0.44004, 0.12533, 4.35874)
C (-1.40593, -0.33574, -1.85460)
C (-1.27331, 0.10299, 5.82847)
C (-0.03625, 3.98863, -2.01387)
C (-0.33604, 2.74333, -1.46914)
C (3.57899, -2.06514, -1.29764)
C (2.09162, 3.13808, -2.79280)
C (-2.91472, 0.05532, -3.71879)
C (-3.81966, -0.86561, -3.18223)
C (-1.11324, 1.38581, 5.41710)
H (0.32939, 2.22146, 4.08324)
H (0.99903, -2.21119, 5.67186)
H (-1.94981, -0.34050, 6.53996)
H (3.04480, 3.28667, -3.30409)
H (-4.77148, -1.04989, -3.68198)
H (-0.75642, 4.80414, -1.91969)
H (-1.61985, 2.28816, 5.70696)
H (-0.70258, -2.43380, 6.20713)
H (2.50225, 1.05810, -2.36333)
H (0.25980, -1.65446, -3.28876)
H (-4.19322, -2.29326, -1.60278)
H (-1.28303, 2.58964, -0.94718)
H (-3.14235, 0.58424, -4.64343)
H (-2.03487, -1.87538, -0.44452)
H (4.20169, -3.37055, -2.90208)
H (-1.00306, 1.02240, -3.49416)
H (-2.06408, -1.60459, 2.01425)
H (2.69488, -0.73823, 0.16549)
H (-2.27448, -0.68690, 2.17454)
H (-0.24521, -2.68353, 4.48545)
H (1.42101, 5.17374, -3.08549)
H (2.07059, -3.10837, -4.17584)
H (4.50494, -2.18060, -0.73200)

Cartesian forces (eV/Å) of the 2 atoms listed first:
6.66 0.07 -1.52
-0.74 1.01 0.22

**E**: -78437.158 eV
**Expectation value of S²**: 6.009
**Total charge**: +2
**Spin multiplicity**: 5
**LUMO (spin up / spin down)**: -0.3169 / -0.3088 Eh



The following is a quantum chemistry calculation of a 2-piece molecular cluster, C4H5N3O2 overall, from the OMol25 dataset.

Atoms and positions in Å:
O (-0.35339, -3.10311, 0.50863)
O (-1.39212, -2.27386, 2.26370)
N (0.12534, 1.10216, -0.24566)
N (0.00048, 1.41955, 1.05956)
N (-0.42204, 0.31587, 1.63109)
C (0.58526, 2.05325, -1.28400)
C (-0.36335, -0.69852, 0.84593)
C (-0.83631, -2.03368, 1.31676)
C (-0.03844, -0.23280, -0.34770)
H (1.81931, 2.53980, -0.71169)
H (0.27173, -2.69584, -0.28071)
H (0.60042, 1.44693, -2.32412)
H (-0.14492, 2.83536, -1.16853)
H (0.14803, -0.67510, -1.26325)

Cartesian forces (eV/Å) of the 2 atoms listed first:
1.80 2.50 -2.60
-3.69 -1.07 5.48

**E**: -12790.824 eV
**Spin multiplicity**: 1
**LUMO**: 0.0042 Eh
**Energy above the lowest of the compared OMol25 structures with the same formula, charge and spin**: 5.051 eV



The following is a quantum chemistry calculation of a 6-piece molecular cluster, C31H41F20O17P overall, from the OMol25 dataset.

Atoms and positions in Å:
P (0.52561, -0.93311, -4.75895)
F (0.37733, 0.50375, 6.62151)
F (-2.50757, 6.26882, 2.03693)
F (-0.43697, -8.99665, -3.65864)
F (2.91487, 0.32813, 0.29560)
F (-6.72940, -0.34887, -0.63724)
F (1.08868, 1.19273, -0.48844)
F (-1.43572, 0.51091, 5.43620)
F (2.05473, 1.16816, -2.99850)
F (-6.33476, -0.72329, 1.46397)
F (-1.08379, 2.08119, 6.89308)
F (-0.75587, -11.13943, -3.78367)
F (-2.77951, 6.77794, -0.05597)
F (6.11026, 6.04634, 1.03593)
F (-2.28724, -9.76607, -4.47650)
F (7.21236, 7.27727, 2.44427)
F (4.00196, 0.47915, -2.27847)
F (-1.56223, 5.07548, 0.49768)
F (-5.34639, -1.91125, -0.05579)
F (2.96233, 2.26297, -0.67428)
F (5.21964, 7.85371, 1.82805)
O (-0.72266, -6.32821, -1.95767)
O (4.54736, 6.46402, 4.01502)
O (0.45259, 6.74511, 0.98283)
O (0.99264, 0.25796, -5.71900)
O (4.29160, -3.69433, -3.04954)
O (-1.46174, -9.39841, -1.20474)
O (-0.68273, 2.69300, 4.14186)
O (6.05007, 4.87959, 3.41964)
O (-3.47019, -0.02696, 0.22146)
O (-0.41300, -0.20184, -3.69973)
O (3.28606, -1.96793, -1.97810)
O (1.40940, 2.26087, 4.90168)
O (2.40872, -2.70207, -3.88549)
O (-0.04201, -2.07866, -5.46683)
O (-3.04355, -10.72002, -2.12843)
O (-1.01838, 8.46844, 1.01283)
O (-5.09438, 1.54540, 0.25777)
C (-0.50922, -3.51988, -2.07752)
C (-4.61647, 0.31215, 0.22884)
C (-1.36444, -5.65015, -0.90042)
C (0.73506, 9.74142, -0.12359)
C (-4.10557, 2.59745, 0.27262)
C (2.03404, -1.33281, -3.78330)
C (0.99134, -1.51300, -1.37765)
C (3.42099, -2.85607, -2.98268)
C (-5.78736, -0.69622, 0.24290)
C (-1.90588, 6.31819, 0.84037)
C (0.22010, 2.14143, 4.93221)
C (-1.59729, -4.15929, -1.21626)
C (-1.95506, -9.96790, -2.13174)
C (-0.49806, 1.27977, 5.99470)
C (2.17793, -1.08872, -2.25267)
C (4.41698, 3.22619, 4.21089)
C (-3.55470, 2.85807, -1.11014)
C (2.39963, 1.05885, -0.69712)
C (-0.21387, 3.65318, 3.16700)
C (-0.64952, 7.20696, 0.93644)
C (0.04273, 9.43954, 1.18530)
C (-3.72529, -10.83666, -0.86090)
C (5.99781, 6.81583, 2.12048)
C (-4.58822, -9.62564, -0.58630)
C (5.41145, 6.02748, 3.31385)
C (0.43393, 2.99833, 1.97114)
C (2.67085, 0.38196, -2.05914)
C (-1.34385, -9.95691, -3.55139)
C (5.67219, 4.01130, 4.51381)
C (0.72479, -3.03102, -1.27888)
C (0.56712, -6.83198, -1.67219)
H (3.55389, 3.88173, 4.11321)
H (-2.85918, 3.69373, -1.07586)
H (2.83468, -0.74427, -4.25360)
H (-3.98113, -8.72786, -0.47919)
H (-0.17850, -4.24620, -2.81803)
H (6.52956, 3.35256, 4.62773)
H (-4.63217, 3.46651, 0.65989)
H (1.09857, -6.94362, -2.61787)
H (-4.32679, -11.73691, -0.95972)
H (1.13016, -6.14721, -1.02903)
H (-2.56682, -4.04510, -1.70309)
H (-0.79512, -5.76125, 0.02980)
H (0.57627, -3.26288, -0.22118)
H (0.73498, 9.06852, 1.93719)
H (0.46853, 4.34823, 3.65602)
H (-0.46188, 10.31747, 1.58000)
H (-1.66503, -3.63101, -0.25947)
H (1.59088, -3.61385, -1.57789)
H (-3.31760, 2.32955, 0.97598)
H (5.57125, 4.60613, 5.42063)
H (-0.24063, 2.28140, 1.50245)
H (0.70228, 3.76056, 1.24029)
H (-2.33176, -6.13314, -0.72518)
H (1.34067, 2.47239, 2.26986)
H (-0.94881, -2.69271, -2.63695)
H (4.21078, 2.51988, 5.01267)
H (-5.14827, -9.77525, 0.33618)
H (1.24805, 8.86207, -0.51032)
H (-1.04549, 0.39210, -4.12696)
H (0.09955, -1.04341, -1.78098)
H (1.47238, 10.52833, 0.02848)
H (0.01387, 10.07800, -0.86851)
H (4.53479, 2.67145, 3.27904)
H (-5.29430, -9.46910, -1.40172)
H (0.50438, -7.80823, -1.18610)
H (1.10589, -1.10266, -0.37852)
H (-4.35633, 3.09621, -1.80957)
H (-2.98771, -10.99486, -0.07534)
H (-1.11092, 4.19743, 2.88710)
H (-3.02168, 1.98469, -1.48530)
H (1.74839, 0.76488, -5.39513)

Cartesian forces (eV/Å) of the 2 atoms listed first:
-0.17 -0.70 -0.34
-0.06 -0.04 0.07

**E**: -131262.375 eV
**Structure (SMILES)**: COCCCCC[C@@]1(C(F)(F)C(F)(F)F)OC(=O)O[C@H]1P(=O)(O)O.CCOC(=O)C(F)(F)F.CCOC(=O)C(F)(F)F.CCOC(=O)C(F)(F)F.CCOC(=O)C(F)(F)F.CCOC(=O)C(F)(F)F
**Spin multiplicity**: 1
**LUMO**: 0.0001 Eh



The following is a quantum chemistry calculation of C34H31N4O6S3V as an isolated structure, from the OMol25 dataset.

Atoms and positions in Å:
V (1.28533, -0.89236, -0.93213)
S (-5.25056, -0.35383, 1.95492)
S (-0.81759, -1.17004, -1.61207)
S (-2.55636, -0.84888, 0.89439)
O (2.97714, -3.35993, -2.47886)
O (0.63451, -0.49340, 1.11336)
O (4.06824, 0.26816, 1.57027)
O (1.99849, -1.16264, -2.70622)
O (2.77219, -0.60837, -0.01801)
O (0.26116, -3.14565, 1.12734)
N (-4.47204, -0.42628, -0.69763)
N (1.14664, 1.26733, -1.29910)
N (1.57796, -2.93000, -0.71993)
N (-3.38632, -0.62778, -1.49813)
C (0.96197, -3.65626, 0.26881)
C (-4.26305, -0.50025, 0.65843)
C (3.34127, 1.32952, -2.42516)
C (0.03721, 1.88456, -0.86313)
C (-6.85066, -0.10382, -3.50915)
C (2.63144, -0.11727, 5.56222)
C (1.29168, -2.03408, 5.04864)
C (2.08944, 1.99551, -1.92372)
C (1.90102, 3.35501, -2.14721)
C (1.25204, 1.63914, 1.97362)
C (1.99714, -0.28814, -3.84572)
C (-8.00749, 0.45562, -1.49545)
C (2.48592, 0.33394, 4.26380)
C (-0.45072, 3.24925, 2.53163)
C (-2.33522, -0.85678, -0.80857)
C (2.27075, -5.17521, -1.02310)
C (1.64090, 0.16359, 1.92766)
C (0.75139, 3.98068, -1.70882)
C (-8.01557, 0.29496, -2.86938)
C (-0.03764, 1.93545, 2.41574)
C (0.42149, 4.28354, 2.20793)
C (-0.19976, 3.22935, -1.03851)
C (-5.69900, -0.17613, -1.40516)
C (3.17113, 0.66735, -3.79878)
C (2.97998, -0.02953, 1.20123)
C (-5.69474, -0.34012, -2.78842)
C (1.28226, -5.12519, 0.13702)
C (2.12133, 2.67115, 1.65346)
C (2.33230, -3.74800, -1.49689)
C (-6.85734, 0.22461, -0.75290)
C (1.70076, 3.99233, 1.77047)
C (1.74202, -0.39926, 3.34136)
C (2.02842, -1.30066, 5.96189)
C (1.15275, -1.59061, 3.73854)
H (-8.91634, 0.47768, -3.43745)
H (0.10474, 5.31265, 2.31250)
H (4.09447, 0.13897, -4.03973)
H (-0.70917, 1.12948, 2.68409)
H (0.48566, -1.44366, 1.37180)
H (1.04302, 0.24344, -3.82018)
H (-8.90441, 0.76634, -0.97798)
H (2.38683, 4.79199, 1.52541)
H (2.12722, -1.64394, 6.98212)
H (3.13636, 2.46600, 1.34127)
H (1.95943, -5.81212, -1.85048)
H (-6.87561, 0.36069, 0.31254)
H (4.12721, 2.08191, -2.49071)
H (3.01136, 1.42115, -4.57302)
H (1.68041, -5.49183, 1.08205)
H (0.81736, -2.95798, 5.34750)
H (-1.44654, 3.46891, 2.89236)
H (-0.68272, 1.26323, -0.35031)
H (0.60194, 5.03745, -1.88035)
H (3.27270, -5.49265, -0.73235)
H (-6.83663, -0.23647, -4.58221)
H (2.67452, 3.91009, -2.65883)
H (2.95701, 1.26006, 3.96481)
H (2.55163, -2.08307, -2.75849)
H (2.00858, -0.91213, -4.74033)
H (3.68058, 0.58215, -1.70943)
H (0.57157, -2.20411, 3.06744)
H (-4.79812, -0.65330, -3.29732)
H (3.21357, 0.46105, 6.26547)
H (-1.10704, 3.66715, -0.65218)
H (0.35816, -5.66970, -0.05856)

Cartesian forces (eV/Å) of the 2 atoms listed first:
0.13 0.24 -0.08
0.00 0.01 0.03

**E**: -112197.798 eV
**Expectation value of S²**: 0.806
**Total charge**: +1
**Spin multiplicity**: 2
**LUMO (spin up / spin down)**: -0.1948 / -0.1561 Eh
**Energy above the lowest of the compared OMol25 structures with the same formula, charge and spin**: 0.176 eV



Question: Which formula does entry 2 have?
Answer: C23H23ClN2OPPmS



Question: The highest E belongs to which entry?
Answer: C4H5N3O2



Repeat the first record exactly.
The following is a quantum chemistry calculation of C10H17Cl3O6Os as an isolated structure, from the OMol25 dataset.

Atoms and positions in Å:
Os (-0.09860, -0.34385, 0.67688)
Cl (1.87245, -0.82999, 1.58861)
Cl (-0.03808, 0.29748, 4.75581)
Cl (4.54861, 1.52763, 1.18816)
O (-0.93264, -1.96014, 1.50685)
O (-0.17624, 1.23658, 5.84558)
O (-1.38743, 0.95812, 1.31979)
O (-1.24731, -0.53423, 4.54680)
O (0.18540, 1.13566, 3.50017)
O (1.14686, -0.54454, 4.93952)
C (-2.21499, 1.62188, -1.40877)
C (1.15871, -0.01923, -1.29638)
C (-2.31148, -1.56339, -1.15504)
C (0.30886, -1.20042, -1.20849)
C (-1.02959, 0.71441, -1.26842)
C (0.80502, 2.54164, -1.58733)
C (2.63610, -0.01394, -1.56927)
C (0.76908, -2.62261, -1.22373)
C (0.32876, 1.13595, -1.37621)
C (-1.07321, -0.73111, -1.18890)
H (-1.08332, 0.92562, 2.28389)
H (3.06293, -0.98470, -1.30946)
H (0.94342, 2.76568, -2.65983)
H (-2.01766, 2.55507, -0.86974)
H (-2.66373, -1.80044, -2.16650)
H (1.76825, 2.69314, -1.08605)
H (-2.42051, 1.87725, -2.46342)
H (-1.23165, -1.76182, 2.42531)
H (0.02517, -3.23446, -0.70503)
H (-3.09827, 1.13059, -0.99186)
H (0.87921, -2.99567, -2.25229)
H (-2.09838, -2.49557, -0.62805)
H (-3.09303, -0.99246, -0.64996)
H (2.83157, 0.19487, -2.63887)
H (3.13235, 0.74547, -0.95103)
H (0.07336, 3.25764, -1.19861)
H (1.74001, -2.68611, -0.72409)

Cartesian forces (eV/Å) of the 2 atoms listed first:
0.75 -2.21 3.01
1.43 -0.16 0.61

**E**: -62957.521 eV
**Expectation value of S²**: 6.022
**Total charge**: -2
**Spin multiplicity**: 5
**LUMO (spin up / spin down)**: 0.1636 / 0.1623 Eh
**Energy above the lowest of the compared OMol25 structures with the same formula, charge and spin**: 0.000 eV